Here is C13H26CdN6O6S as an isolated structure in a non-equilibrium geometry from OMol25. Energies are from wB97M-V/def2-TZVPD.

Values from the calculation:
calculated total energy: -1856.10958 Ha
HOMO-LUMO gap: 2.82 eV
LUMO: -11.34 eV

```
! wB97M-V def2-TZVPD RIJCOSX def2/J DEFGRID3
* xyz 2 1
N 4.40 -0.61 0.45
C 3.48 0.24 1.21
C 3.03 1.41 0.35
O 2.75 2.60 1.18
C 1.92 1.11 -0.65
C 0.48 0.91 -0.12
C 0.21 0.80 1.40
N -0.44 2.21 1.84
C -0.05 2.59 2.96
O 0.26 3.03 3.96
N -0.64 -0.30 1.62
C -1.06 -0.85 0.38
O -1.78 -1.80 0.35
C -0.51 -0.10 -0.82
C -1.68 0.72 -1.46
C -2.79 1.30 -0.54
C -4.04 0.43 -0.33
S -4.56 0.45 1.41
O -3.50 1.05 2.19
O -5.82 1.07 1.52
O -4.71 -1.05 1.82
C 0.12 -0.99 -1.91
C 0.74 -2.34 -1.51
N 1.63 -2.71 -2.65
N -0.27 -3.36 -1.38
N 1.52 -2.34 -0.28
H 4.18 -0.58 -0.54
H 4.24 -1.57 0.72
H 2.63 -0.34 1.57
H 3.99 0.63 2.09
H 3.91 1.66 -0.24
H 3.03 2.41 2.09
H 1.89 1.96 -1.32
H 2.27 0.28 -1.25
H 0.01 1.87 -0.38
H 1.07 0.73 2.05
H -1.44 0.00 2.19
H -1.27 1.58 -1.99
H -2.16 0.12 -2.22
H -3.13 2.20 -1.04
H -2.41 1.63 0.41
H -4.88 0.76 -0.91
H -3.85 -0.59 -0.62
H -4.46 -1.65 1.10
H 0.84 -0.38 -2.43
H -0.64 -1.20 -2.65
H 2.44 -3.17 -2.25
H 2.01 -1.89 -3.11
H 0.19 -4.26 -1.51
H -0.89 -3.29 -2.17
H 0.96 -2.67 0.50
H 1.96 -1.46 -0.09
Cd 0.83 3.74 1.04
*
```

=====

Here is a 5-piece molecular cluster, C42H82N3O10S overall from OMol25. Energies are from wB97M-V/def2-TZVPD.

Values from the calculation:
calculated total energy: -2964.15156 Ha
HOMO-LUMO gap: 7.97 eV
LUMO: -3.61 eV

```
! wB97M-V def2-TZVPD RIJCOSX def2/J DEFGRID3
* xyz 1 1
C -2.90 -0.06 -5.48
C -4.16 0.50 -4.80
C -4.18 2.02 -4.81
C -5.54 2.64 -4.47
C -6.20 2.10 -3.17
C -6.70 3.19 -2.21
C -5.69 3.53 -1.11
C -4.53 4.41 -1.59
C -3.27 4.22 -0.74
C -2.15 5.20 -1.09
C -1.14 5.41 0.05
C 0.14 6.12 -0.43
C 1.38 5.23 -0.42
C 1.76 4.71 0.97
C 1.38 3.24 1.26
C 2.63 2.43 1.60
N 2.49 0.99 1.30
N 2.60 0.75 -0.01
C 2.51 -0.48 -0.43
C 2.63 -0.65 -1.92
C 2.46 -2.06 -2.45
O 1.23 -2.61 -2.01
C 3.66 -2.99 -2.11
N 3.37 -4.40 -1.93
C 2.28 -1.55 0.46
C 2.17 -1.27 1.79
O 2.04 -2.26 2.71
C 2.29 0.07 2.23
C 2.24 0.41 3.69
C 0.96 1.15 4.13
C 0.70 1.01 5.63
S 2.12 1.49 6.67
H -3.06 -0.21 -6.55
H -2.05 0.61 -5.34
H -2.62 -1.03 -5.06
H -5.04 0.13 -5.33
H -4.21 0.11 -3.78
H -3.91 2.34 -5.82
H -3.42 2.41 -4.13
H -5.41 3.71 -4.36
H -6.22 2.47 -5.31
H -5.50 1.45 -2.64
H -7.04 1.47 -3.45
H -6.96 4.09 -2.78
H -7.63 2.86 -1.74
H -6.20 4.01 -0.27
H -5.28 2.59 -0.73
H -4.84 5.45 -1.55
H -4.31 4.15 -2.62
H -3.54 4.35 0.31
H -2.91 3.20 -0.90
H -1.61 4.86 -1.98
H -2.59 6.17 -1.34
H -1.63 6.02 0.81
H -0.93 4.45 0.53
H 0.34 6.99 0.19
H -0.03 6.46 -1.45
H 1.26 4.41 -1.14
H 2.22 5.82 -0.79
H 2.84 4.80 1.10
H 1.25 5.33 1.70
H 0.61 3.17 2.03
H 0.95 2.79 0.37
H 2.98 2.54 2.62
H 3.42 2.77 0.93
H 1.85 -0.01 -2.35
H 3.58 -0.22 -2.25
H 2.45 -1.98 -3.54
H 0.61 -2.65 -2.74
H 4.14 -2.63 -1.19
H 4.41 -2.88 -2.89
H 2.87 -4.74 -2.74
H 2.79 -4.55 -1.13
H 2.17 -2.56 0.11
H 1.11 -2.35 2.99
H 3.13 0.99 3.94
H 2.33 -0.52 4.24
H 0.11 0.77 3.58
H 1.08 2.21 3.94
H -0.07 1.73 5.91
H 0.35 0.02 5.89
H 2.59 0.26 6.93
O -0.91 -2.91 3.17
C -0.78 -4.07 3.47
O -1.57 -4.59 4.40
C -1.57 -5.99 4.73
C -0.52 -6.34 5.76
C 0.36 -4.87 2.89
H -1.48 -6.59 3.83
H -2.57 -6.17 5.13
H 0.49 -6.16 5.39
H -0.60 -7.39 6.04
H -0.66 -5.73 6.66
H 1.24 -4.65 3.50
H 0.53 -4.49 1.88
H 0.23 -5.94 2.83
O 5.01 5.23 -0.10
C 5.46 5.92 0.78
O 4.79 7.04 1.11
C 5.14 7.86 2.23
C 6.19 8.89 1.88
C 6.78 5.62 1.45
H 5.43 7.24 3.08
H 4.20 8.35 2.50
H 7.13 8.42 1.60
H 6.38 9.54 2.73
H 5.86 9.50 1.04
H 7.57 6.07 0.86
H 6.92 4.54 1.45
H 6.85 5.97 2.47
O -5.48 -5.53 1.21
C -5.59 -5.41 2.40
O -6.37 -6.29 3.06
C -6.45 -6.34 4.49
C -7.47 -5.37 5.05
C -4.93 -4.28 3.15
H -5.46 -6.19 4.93
H -6.75 -7.36 4.71
H -7.20 -4.33 4.83
H -7.55 -5.48 6.13
H -8.44 -5.55 4.60
H -5.60 -3.42 3.15
H -4.02 -4.01 2.63
H -4.67 -4.52 4.18
O 3.79 -8.41 -7.69
C 4.06 -7.48 -6.99
O 3.09 -6.57 -6.75
C 3.23 -5.53 -5.79
C 3.91 -4.30 -6.37
C 5.44 -7.26 -6.43
H 3.75 -5.89 -4.90
H 2.21 -5.28 -5.49
H 4.93 -4.51 -6.68
H 3.94 -3.50 -5.63
H 3.35 -3.94 -7.24
H 6.03 -6.71 -7.16
H 5.90 -8.24 -6.29
H 5.47 -6.73 -5.48
*
```

=====

Here is a 2-piece molecular cluster, C24H41BBrF9N6O8S overall in a non-equilibrium geometry from OMol25. Energies are from wB97M-V/def2-TZVPD.

Values from the calculation:
calculated total energy: -5764.62161 Ha
HOMO-LUMO gap: 3.64 eV
LUMO: -3.22 eV

```
! wB97M-V def2-TZVPD RIJCOSX def2/J DEFGRID3
* xyz 0 1
C -2.59 1.54 -4.50
C -2.52 -0.01 -5.03
C -2.76 -1.15 -3.85
C -1.29 -1.91 -3.64
C -1.15 -2.52 -2.08
C 0.12 -1.76 -1.29
N 1.27 -2.10 -2.19
C 2.50 -2.15 -1.62
O 3.73 -1.86 -1.11
C 0.18 -2.35 0.24
C 0.48 -3.95 0.37
C 1.99 -4.35 0.90
O 2.45 -3.61 2.08
C 3.78 -3.00 1.90
O 4.87 -3.61 1.44
C 3.90 -1.39 2.31
C 5.38 -0.97 2.87
C -1.09 -1.82 1.21
Br -0.40 -2.16 3.10
C -2.41 -2.84 1.12
B -3.86 -2.06 1.09
O -4.38 -1.39 2.33
O -4.70 -2.01 -0.12
N -1.58 -0.46 0.94
C -1.54 0.54 2.03
C -0.05 1.25 2.30
C -0.11 2.88 1.96
C 1.38 3.47 2.19
C 1.62 5.06 2.03
F 2.84 5.34 1.18
F 2.05 5.54 3.40
C 0.36 6.01 1.64
F 0.83 7.42 1.93
F -0.84 5.88 2.56
S -0.24 6.03 -0.11
F 0.64 4.66 -0.61
F -1.68 5.16 0.22
F -1.06 7.53 0.23
F 1.13 7.01 -0.58
F -0.79 6.18 -1.74
C -1.40 0.07 -0.44
N -2.38 0.94 -0.93
N -0.27 -0.28 -1.38
C 0.84 0.66 -1.03
C 1.54 1.13 -2.48
N 1.49 2.64 -2.69
H -2.67 2.22 -5.47
H -3.56 1.79 -3.87
H -1.60 1.91 -3.96
H -3.33 -0.11 -5.90
H -1.46 -0.13 -5.57
H -3.17 -0.70 -2.85
H -3.54 -1.91 -4.29
H -1.31 -2.82 -4.39
H -0.48 -1.10 -3.88
H -2.19 -2.32 -1.59
H -0.97 -3.67 -2.22
H 1.11 -1.81 0.75
H -0.26 -4.56 1.05
H 0.39 -4.44 -0.71
H 2.80 -4.37 0.03
H 1.90 -5.49 1.25
H 3.13 -1.26 3.21
H 3.51 -0.67 1.45
H 5.39 0.22 3.01
H 5.57 -1.52 3.89
H 6.16 -1.24 2.04
H -2.45 -3.57 2.07
H -2.38 -3.56 0.19
H -5.28 -0.96 2.14
H -4.79 -1.04 -0.35
H -2.21 1.47 1.66
H -2.07 0.23 3.05
H 0.83 0.70 1.76
H 0.15 1.15 3.46
H -0.55 2.96 0.88
H -0.84 3.33 2.79
H 1.74 3.11 3.27
H 2.12 2.92 1.43
H -3.37 0.79 -0.58
H -2.19 1.76 -1.55
H 0.37 1.64 -0.59
H 1.70 0.22 -0.37
H 0.86 0.67 -3.35
H 2.61 0.66 -2.62
H 1.62 2.79 -3.73
H 2.35 3.00 -2.23
N 0.02 -5.88 3.64
O 1.09 -6.47 3.43
O -0.22 -5.39 4.75
O -0.82 -5.79 2.73
*
```

=====

Here is C45H48AlCl2F3N3OSbSe as an isolated structure from OMol25. Energies are from wB97M-V/def2-TZVPD.

Values from the calculation:
calculated total energy: -6086.75273 Ha
HOMO-LUMO gap: 6.20 eV
LUMO: -6.69 eV

```
! wB97M-V def2-TZVPD RIJCOSX def2/J DEFGRID3
* xyz 2 1
Al -1.16 0.37 -0.13
F 4.30 -3.96 4.32
C 3.35 -3.57 3.47
C 3.58 -3.69 2.11
C 2.59 -3.27 1.23
C 1.39 -2.76 1.71
C 1.18 -2.67 3.08
C 2.16 -3.07 3.98
Sb -0.24 -2.25 0.46
C -1.76 -3.24 1.54
C -2.47 -2.54 2.52
C -3.35 -3.18 3.37
C -3.51 -4.55 3.23
F -4.35 -5.18 4.05
C -2.81 -5.28 2.29
C -1.93 -4.62 1.45
C -0.04 -3.41 -1.29
C 1.17 -3.47 -1.99
C 1.29 -4.25 -3.13
C 0.18 -4.94 -3.58
F 0.29 -5.69 -4.67
C -1.04 -4.87 -2.93
C -1.14 -4.10 -1.79
H 4.51 -4.12 1.76
H 2.77 -3.38 0.17
H 0.23 -2.33 3.48
H 2.01 -3.02 5.05
H -2.33 -1.47 2.63
H -3.90 -2.65 4.13
H -2.95 -6.35 2.23
H -1.36 -5.20 0.73
H 2.03 -2.90 -1.66
H 2.22 -4.31 -3.67
H -1.89 -5.42 -3.33
H -2.10 -4.07 -1.27
Se 1.01 2.59 -0.24
N 0.21 1.31 0.78
C 0.65 1.40 2.03
C 0.23 0.63 3.14
C 0.75 0.93 4.36
C 1.70 1.98 4.56
C 2.15 2.72 3.51
C 1.63 2.44 2.22
N 1.95 3.12 1.13
H -0.50 -0.16 3.02
H 0.43 0.36 5.23
H 2.07 2.16 5.56
H 2.88 3.51 3.63
C -3.27 4.20 1.94
C -2.94 4.00 0.49
C -3.24 4.98 -0.45
C -2.93 4.80 -1.79
C -3.27 5.85 -2.81
C -2.30 3.62 -2.20
C -1.99 2.61 -1.30
C -2.33 2.83 0.05
N -1.33 1.39 -1.61
C -1.25 0.85 -2.98
C -0.22 1.57 -3.86
C -0.12 0.89 -5.23
C -1.50 0.89 -5.91
C -2.50 0.12 -5.04
C -2.01 -1.32 -4.86
C -0.65 -1.31 -4.18
C 0.36 -0.55 -5.04
C -0.77 -0.60 -2.83
C -2.63 0.79 -3.68
H -4.34 4.29 2.09
H -2.81 5.11 2.33
H -2.91 3.37 2.56
H -3.72 5.90 -0.13
H -3.36 6.83 -2.35
H -4.23 5.62 -3.28
H -2.52 5.90 -3.59
H -2.06 3.52 -3.24
H -2.10 2.13 0.86
H 0.75 1.55 -3.36
H -0.48 2.63 -3.99
H 0.59 1.44 -5.85
H -1.43 0.44 -6.90
H -1.84 1.92 -6.05
H -3.48 0.12 -5.53
H -1.94 -1.82 -5.83
H -2.73 -1.89 -4.26
H -0.30 -2.33 -4.01
H 0.46 -1.05 -6.01
H 1.35 -0.56 -4.57
H 0.19 -0.61 -2.30
H -1.50 -1.15 -2.21
H -3.32 0.23 -3.04
H -3.05 1.79 -3.79
C -5.12 0.87 0.15
C -4.08 0.28 1.07
O -2.92 -0.23 0.27
H -5.96 1.23 0.75
H -5.51 0.12 -0.54
H -4.71 1.71 -0.41
H -4.45 -0.58 1.63
H -3.65 1.01 1.75
H -3.29 -0.72 -0.48
Cl 3.87 -0.12 2.57
C 4.55 -0.09 0.94
Cl 3.28 -0.17 -0.31
H 5.20 -0.95 0.81
H 5.08 0.84 0.80
*
```